Entry 1:
Here is C18H20ClNO4 in the gas phase from OMol25. Energies are from the ωB97M-V functional and the def2-TZVPD basis.

XYZ file:
```
44
Properties=species:S:1:pos:R:3:forces:R:3:nbo_charge:R:1
O 3.72780 3.04165 -0.94025 0.09 0.08 -0.19 -0.602
C 3.38247 2.42345 0.03103 0.02 -0.03 -0.28 0.806
O 3.69753 2.81547 1.27120 0.07 0.04 0.66 -0.688
C 2.60162 1.12698 0.02712 0.02 -0.10 0.09 -0.330
C 1.41528 1.16662 0.99693 0.13 -0.06 -0.02 -0.437
C 0.21854 1.84939 0.41431 -0.04 0.01 0.00 -0.213
C 0.10115 2.11264 -0.87712 0.00 0.12 0.13 -0.015
Cl -1.32556 2.90057 -1.49365 -0.10 0.10 -0.06 -0.019
C 1.14717 1.81364 -1.90192 0.17 -0.03 -0.07 -0.489
C 2.12595 0.75937 -1.38629 0.23 0.12 0.11 -0.288
C 1.61036 -0.68180 -1.32325 0.10 0.44 -0.20 0.693
O 2.33009 -1.57258 -0.91295 0.30 -0.23 0.20 -0.648
N 0.36228 -0.90392 -1.76946 -0.48 -0.05 -0.18 -0.617
C -0.25014 -2.20832 -1.73167 -0.30 -0.18 0.13 -0.234
C -1.53160 -2.17698 -0.88519 0.31 -0.42 -0.20 0.061
O -2.44014 -1.37300 -1.61643 0.34 0.03 -0.01 -0.537
C -3.55926 -0.97624 -0.86107 -0.34 0.32 0.21 -0.054
C -3.13607 -0.02140 0.25156 0.02 -0.20 -0.32 -0.461
C -2.04960 -0.65967 1.06925 -0.03 -0.02 -0.02 -0.037
C -1.81061 -0.24540 2.37399 0.05 -0.04 0.00 -0.205
C -0.82090 -0.83613 3.13488 -0.01 0.03 0.07 -0.212
C -0.06467 -1.86492 2.59610 0.06 -0.11 0.04 -0.220
C -0.29877 -2.28949 1.30177 -0.04 0.04 0.02 -0.215
C -1.28024 -1.68471 0.52410 -0.12 0.10 0.01 0.013
H 4.22064 3.63229 1.24166 -0.10 -0.14 -0.27 0.501
H 3.29813 0.35119 0.36721 -0.06 0.09 -0.04 0.273
H 1.13359 0.14260 1.25932 0.03 0.01 0.06 0.245
H 1.70860 1.66735 1.92122 -0.04 -0.11 0.00 0.241
H -0.57263 2.09444 1.10606 -0.18 0.09 -0.03 0.225
H 1.71175 2.72852 -2.10941 -0.11 -0.10 -0.08 0.264
H 0.69520 1.50644 -2.84716 -0.03 0.00 0.03 0.228
H 3.00081 0.74160 -2.04547 -0.13 -0.06 0.05 0.256
H -0.26320 -0.14712 -1.99169 0.15 0.11 0.00 0.412
H -0.52583 -2.51282 -2.74654 0.03 -0.09 0.12 0.210
H 0.48373 -2.90605 -1.32801 -0.11 0.04 -0.07 0.239
H -1.93328 -3.20689 -0.82140 0.07 0.18 -0.07 0.182
H -4.05992 -1.85796 -0.43282 0.01 0.05 -0.06 0.163
H -4.23651 -0.49017 -1.56638 -0.01 -0.07 0.11 0.198
H -2.75837 0.90146 -0.19773 -0.08 0.02 0.00 0.231
H -3.99010 0.23267 0.88139 -0.02 0.02 0.01 0.218
H -2.41707 0.54562 2.79205 -0.07 0.10 0.05 0.211
H -0.64395 -0.50358 4.14680 0.02 0.03 0.10 0.215
H 0.70610 -2.33875 3.18488 0.08 -0.04 0.05 0.218
H 0.28962 -3.09609 0.89303 0.12 -0.09 -0.06 0.219
```
Forces are in eV/Å.

- Molar mass: 349.81 g mol⁻¹
- Orbital gap: 9.629 eV
- Energy above the lowest of the compared OMol25 structures with the same formula, charge and spin: 0.0 kJ/mol
- Energy: -1513.87751 Ha
- E_HOMO: -8.989 eV
- Spin multiplicity: 1
- SMILES string: O=C(O)[C@H]1CC=C(Cl)C[C@@H]1C(=O)NC[C@@H]1OCCc2ccccc21

---

Entry 2:
Here is C18H20ClNO4 in the gas phase from OMol25. Energies are from the ωB97M-V functional and the def2-TZVPD basis.

XYZ file:
```
44
Properties=species:S:1:pos:R:3:forces:R:3:nbo_charge:R:1
C 5.33667 -3.31576 1.26805 -0.35 0.19 -0.13 -0.634
C 4.14902 -3.11406 0.33813 0.20 -0.51 0.06 -0.075
O 3.46806 -1.89089 0.61918 0.08 0.25 -0.17 -0.516
C 2.56578 -1.90703 1.60698 -0.09 0.25 0.18 0.809
O 2.29965 -2.88961 2.24939 0.03 -0.16 0.05 -0.614
C 1.96244 -0.52721 1.81265 -0.01 0.08 0.08 -0.327
C 1.40391 0.03177 0.49767 -0.09 -0.11 -0.05 -0.423
C 0.13540 -0.73057 0.09925 0.19 0.18 -0.13 -0.224
N -0.89922 -0.72036 1.11823 -0.25 -0.07 -0.03 -0.445
C -1.54171 0.57682 1.29335 -0.03 -0.11 0.00 -0.252
C -2.23512 1.00119 0.02901 -0.07 0.13 -0.04 -0.208
C -3.28367 0.31299 -0.45766 0.46 0.15 0.46 0.233
O -3.95268 0.59761 -1.58239 -0.26 -0.15 -0.15 -0.423
C -3.54933 1.66397 -2.31335 0.44 0.73 -0.30 0.301
C -4.25352 1.95290 -3.48520 0.03 -0.18 0.24 -0.237
C -3.88254 3.02395 -4.26441 0.07 -0.04 0.12 -0.193
C -2.80161 3.81984 -3.88260 0.05 -0.19 0.28 -0.061
Cl -2.35175 5.15888 -4.87336 0.06 0.19 -0.14 0.017
C -2.09859 3.54659 -2.73067 -0.15 -0.02 -0.14 -0.180
C -2.46676 2.46334 -1.92961 -0.26 -0.15 -0.17 -0.140
C -1.71821 2.16545 -0.69363 -0.24 -0.18 -0.02 0.508
O -0.76271 2.82551 -0.32187 0.01 0.00 -0.06 -0.582
C -0.38255 -1.27302 2.35657 0.08 -0.04 0.24 -0.221
C 0.87091 -0.56277 2.88517 0.00 -0.23 -0.12 -0.421
H 5.86883 -4.22060 0.98897 0.09 -0.10 -0.01 0.216
H 6.01493 -2.46847 1.20110 0.10 0.04 -0.01 0.210
H 4.99092 -3.41257 2.29428 0.02 -0.04 0.07 0.223
H 4.47246 -3.02667 -0.70131 -0.08 -0.02 0.11 0.188
H 3.44302 -3.94476 0.44172 0.11 0.14 -0.11 0.198
H 2.78987 0.11179 2.14511 -0.03 -0.08 -0.04 0.237
H 2.14965 -0.05738 -0.29208 -0.02 0.09 -0.01 0.228
H 1.16892 1.09018 0.62096 0.04 0.03 0.00 0.224
H -0.27591 -0.30932 -0.82135 0.06 -0.11 -0.03 0.204
H 0.38491 -1.77991 -0.08977 0.00 -0.01 -0.10 0.194
H -2.27774 0.46485 2.09493 0.09 0.05 0.02 0.208
H -0.84501 1.38043 1.57044 -0.15 -0.04 0.03 0.206
H -3.67799 -0.56395 0.03660 -0.03 -0.03 -0.03 0.208
H -5.08452 1.32335 -3.76058 -0.10 -0.06 -0.05 0.234
H -4.42160 3.25324 -5.16977 -0.05 0.02 -0.08 0.233
H -1.26010 4.14929 -2.41724 0.06 0.06 0.00 0.252
H -1.17450 -1.23953 3.10858 0.01 -0.06 0.00 0.197
H -0.13847 -2.32123 2.16721 -0.04 0.02 0.09 0.213
H 1.23528 -1.09703 3.76314 -0.02 0.07 0.05 0.229
H 0.62518 0.45875 3.18020 0.04 0.04 0.03 0.205
```
Forces are in eV/Å.

- Molar mass: 349.81 g mol⁻¹
- Orbital gap: 8.307 eV
- Energy above the lowest of the compared OMol25 structures with the same formula, charge and spin: 110.5 kJ/mol
- Energy: -1513.83542 Ha
- E_HOMO: -8.333 eV
- Spin multiplicity: 1
- SMILES string: CCOC(=O)C1CCN(Cc2coc3ccc(Cl)cc3c2=O)CC1

---

Entry 3:
Here is C18H20ClNO4 in the gas phase from OMol25. Energies are from the ωB97M-V functional and the def2-TZVPD basis.

XYZ file:
```
44
Properties=species:S:1:pos:R:3:forces:R:3:nbo_charge:R:1
C 5.74292 -5.61163 1.38815 0.13 0.20 0.11 -0.598
C 6.08051 -4.12689 1.44584 -0.19 -0.04 -0.21 -0.393
C 5.38276 -3.35035 0.33283 0.16 0.34 0.16 -0.426
C 5.72675 -1.86041 0.38354 0.05 -0.40 0.14 -0.056
O 5.11187 -1.12418 -0.65391 -0.08 0.16 -0.22 -0.492
C 3.78634 -0.83153 -0.58456 -0.24 0.11 -0.07 0.305
C 3.25003 -0.20924 -1.71408 0.14 -0.10 0.20 -0.234
C 1.92298 0.15977 -1.76368 -0.16 0.06 0.07 -0.242
C 1.10325 -0.10021 -0.67427 0.39 -0.27 0.08 0.313
O -0.23535 0.28469 -0.61938 -0.04 0.18 0.20 -0.527
C -1.03020 0.11800 -1.68973 -0.19 -0.22 -0.38 0.897
O -0.70816 -0.39081 -2.73328 0.18 -0.05 0.00 -0.621
N -2.30253 0.57587 -1.49044 -0.34 -0.02 -0.31 -0.635
C -2.95051 1.17242 -0.41337 -0.18 0.13 0.27 0.199
C -2.33087 1.56750 0.76112 -0.05 0.04 0.06 -0.286
C -3.07826 2.15901 1.76993 -0.30 -0.05 -0.26 -0.029
Cl -2.28058 2.63844 3.22569 0.12 0.07 0.23 0.002
C -4.43432 2.36926 1.62933 0.21 0.00 0.10 -0.243
C -5.06045 1.98125 0.45289 0.01 -0.10 -0.23 -0.276
C -4.33974 1.38752 -0.56786 0.11 0.01 0.10 0.255
O -4.86892 0.97341 -1.76042 0.46 -0.01 0.19 -0.513
C -6.24756 1.15154 -1.98282 -0.25 0.01 -0.09 -0.249
C 1.62238 -0.71042 0.45596 -0.42 0.23 -0.33 -0.233
C 2.95586 -1.07447 0.50584 0.39 -0.06 -0.03 -0.306
H 6.05604 -6.03669 0.43739 0.01 -0.10 -0.09 0.203
H 4.67113 -5.76383 1.49386 -0.11 -0.07 0.00 0.203
H 6.24686 -6.14928 2.18759 0.01 -0.13 0.04 0.209
H 7.16099 -3.99480 1.35626 0.05 0.05 0.07 0.196
H 5.77778 -3.72276 2.41488 0.07 0.04 0.05 0.194
H 5.68637 -3.74288 -0.63968 -0.04 -0.01 -0.05 0.207
H 4.30146 -3.47876 0.41586 -0.02 -0.04 -0.04 0.205
H 6.79899 -1.72275 0.21625 -0.12 0.00 0.10 0.193
H 5.47803 -1.43643 1.36464 0.04 0.01 -0.07 0.168
H 3.90410 -0.01903 -2.54978 0.07 0.02 -0.11 0.225
H 1.52328 0.63429 -2.64468 -0.02 0.02 -0.05 0.240
H -2.91396 0.40548 -2.28075 0.29 -0.04 0.08 0.433
H -1.27426 1.41908 0.89506 0.00 0.02 0.02 0.254
H -5.00350 2.82952 2.42024 -0.03 0.04 0.09 0.228
H -6.11990 2.15071 0.35134 -0.10 -0.01 -0.06 0.224
H -6.43611 0.75366 -2.97868 -0.05 0.05 0.08 0.204
H -6.52438 2.20987 -1.95723 0.02 -0.04 0.02 0.180
H -6.84572 0.59811 -1.25260 0.04 0.03 -0.01 0.180
H 0.97504 -0.89809 1.29869 -0.08 -0.02 0.08 0.223
H 3.32756 -1.54429 1.40221 0.07 -0.06 0.06 0.219
```
Forces are in eV/Å.

- Molar mass: 349.81 g mol⁻¹
- Orbital gap: 8.918 eV
- Energy above the lowest of the compared OMol25 structures with the same formula, charge and spin: 132.1 kJ/mol
- Energy: -1513.82721 Ha
- E_HOMO: -8.206 eV
- Spin multiplicity: 1
- SMILES string: CCCCOc1ccc(OC(=O)Nc2cc(Cl)ccc2OC)cc1